[1]
Here is a cluster of 13 separate species, C67H133N5O32P8 in total at a distorted geometry from the Open Molecules 2025 dataset. Energies are from ωB97M-V/def2-TZVPD.

```
245
Properties=species:S:1:pos:R:3
C 6.15277 3.54978 -4.03877
O 5.40922 4.11310 -2.97831
P 5.28535 3.19448 -1.60490
O 5.49460 1.77946 -2.02633
O 6.39849 3.79750 -0.62453
C 7.57835 2.96622 -0.46871
O 3.98386 3.51048 -0.76831
C 2.75239 3.76269 -1.41954
H 5.85562 2.53972 -4.32786
H 7.24743 3.53462 -3.86416
H 6.03494 4.19726 -4.91757
H 7.56957 2.52397 0.56938
H 8.44932 3.63509 -0.55943
H 7.69428 2.11189 -1.15599
H 1.94705 3.96447 -0.71442
H 2.53694 2.86877 -2.09576
H 2.76087 4.68837 -1.97605
C -3.62116 -5.10665 1.90639
O -2.46102 -4.53417 1.29412
P -1.59045 -5.38523 0.35708
O -0.34066 -4.76707 -0.02836
O -1.51203 -6.75343 1.20270
C -0.70411 -7.76235 0.57257
O -2.58868 -5.76285 -0.79534
C -3.27028 -4.62194 -1.37259
H -3.90797 -4.41138 2.65108
H -3.48849 -6.07115 2.37036
H -4.47068 -5.16541 1.25023
H -0.61057 -8.59230 1.23770
H 0.32227 -7.40660 0.32686
H -1.23831 -8.00328 -0.31073
H -3.72316 -3.97629 -0.67245
H -4.08949 -5.01841 -1.96675
H -2.56168 -4.06189 -1.98973
N -3.62331 -1.51411 -3.94896
C -4.56659 -1.11508 -3.08806
C -4.39327 -0.91615 -1.74578
C -3.08488 -1.08949 -1.23711
C -2.10229 -1.46278 -2.11075
C -2.40253 -1.67213 -3.44036
H -5.51758 -0.91943 -3.54423
H -5.15315 -0.63533 -1.09290
H -2.94843 -0.80876 -0.21349
H -1.04604 -1.59170 -1.78527
H -1.68733 -2.07001 -4.06075
N -0.27776 -9.02455 -3.59388
C -1.23392 -8.09624 -3.81797
C -1.06064 -6.73187 -3.77831
C 0.18006 -6.22900 -3.27373
C 1.13072 -7.14632 -2.95391
C 0.80469 -8.49584 -3.09249
H -2.15299 -8.51408 -4.18197
H -1.91923 -6.05198 -3.94658
H 0.35916 -5.12305 -3.21852
H 2.08256 -6.85837 -2.57736
H 1.56827 -9.31101 -2.91986
N 1.02635 -2.81095 -2.97338
C 1.74115 -2.17983 -3.90919
C 2.74691 -1.15763 -3.63673
C 3.04424 -0.92523 -2.32634
C 2.32647 -1.57865 -1.34499
C 1.36745 -2.50919 -1.71687
H 1.64867 -2.58404 -4.93493
H 3.25238 -0.60929 -4.43690
H 3.82639 -0.22577 -2.11160
H 2.49751 -1.41694 -0.30653
H 0.78987 -3.01298 -0.94331
N 4.79255 6.00251 3.54104
C 3.87914 5.75242 2.59745
C 2.56331 6.25400 2.55287
C 2.29240 7.16753 3.57153
C 3.23464 7.49317 4.57890
C 4.48848 6.85373 4.51905
H 4.22174 4.98842 1.84790
H 1.86534 5.88501 1.76876
H 1.30379 7.62621 3.69387
H 2.82067 8.22145 5.30057
H 5.17020 6.95406 5.34648
N 0.11365 4.23043 6.79585
C -0.46221 3.07759 6.63109
C 0.18199 1.95956 6.03079
C 1.48142 2.07258 5.54681
C 2.04370 3.35829 5.68247
C 1.33020 4.39599 6.27477
H -1.52152 2.90704 6.93156
H -0.36158 0.99412 6.01889
H 2.02743 1.19352 5.15694
H 3.07082 3.47509 5.28673
H 1.81689 5.32561 6.31603
C -5.63328 -2.02787 2.07057
C -5.77992 -0.54550 2.32322
O -5.29568 0.08157 1.12573
P -5.41791 1.71074 1.01007
O -6.78554 2.18004 1.35331
O -4.20333 2.29777 1.77709
C -4.55014 3.03434 3.02395
C -4.89932 4.45308 2.78389
O -5.02967 1.86183 -0.53436
C -4.63260 3.10486 -1.06062
C -4.78101 3.10069 -2.53566
H -4.56219 -2.15708 1.71317
H -5.79592 -2.58904 2.96716
H -6.38481 -2.50191 1.36576
H -6.74916 -0.18708 2.46210
H -5.10046 -0.24028 3.16912
H -5.38915 2.49402 3.45034
H -3.60740 2.84838 3.59116
H -4.19730 4.79639 1.96528
H -5.93973 4.68122 2.46074
H -4.72678 5.06297 3.71353
H -5.20405 3.91483 -0.51653
H -3.62965 3.45179 -0.77564
H -4.22159 3.93007 -2.97782
H -4.39906 2.11669 -2.88258
H -5.83619 3.23469 -2.77534
C -2.71660 7.63537 -2.41102
C -2.96459 6.80523 -1.13196
O -1.84455 5.89737 -0.86088
P -0.88398 6.14264 0.30983
O 0.48990 5.73370 -0.01043
O -1.05780 7.71214 0.56390
C 0.11229 8.48545 1.07815
C 1.10527 8.83874 -0.00960
O -1.56658 5.51542 1.57290
C -1.48985 4.06555 1.81942
C -0.99376 3.94482 3.20406
H -2.73684 7.02683 -3.29229
H -3.35678 8.48561 -2.53813
H -1.67224 7.97079 -2.18215
H -3.06962 7.43840 -0.24207
H -3.89442 6.15551 -1.25487
H -0.22497 9.39844 1.51171
H 0.56948 7.88803 1.83891
H 1.81677 9.61720 0.39373
H 1.64012 7.98657 -0.42575
H 0.47652 9.35554 -0.73069
H -2.49354 3.64815 1.68615
H -0.83510 3.61050 1.02330
H -1.18936 2.88052 3.50680
H 0.05063 4.23221 3.41082
H -1.63328 4.44786 3.89138
C -0.84008 -2.33955 9.14834
C -1.41393 -3.47653 8.30083
O -1.28880 -3.04133 6.91902
P -1.72733 -3.84911 5.66578
O -2.93251 -4.69663 5.82896
O -1.85183 -2.71705 4.58318
C -2.99575 -1.85055 4.43067
C -3.25087 -0.92849 5.70252
O -0.38178 -4.68016 5.32077
C -0.64777 -5.53316 4.17093
C 0.68504 -5.80279 3.57864
H 0.28563 -2.30359 8.98706
H -1.26250 -1.40344 8.85041
H -1.09618 -2.61403 10.17743
H -0.75264 -4.34859 8.49415
H -2.41153 -3.76801 8.57922
H -2.72817 -1.10033 3.54596
H -3.85182 -2.42293 4.22431
H -3.84507 -0.08477 5.35337
H -3.69246 -1.59506 6.49763
H -2.17891 -0.72172 5.98386
H -1.29520 -6.40186 4.46671
H -1.26616 -5.03325 3.42682
H 1.46258 -6.20666 4.30722
H 0.64924 -6.59811 2.84160
H 1.09330 -4.91125 3.20306
C -1.74955 1.40920 -5.55571
C -1.88683 1.19039 -7.02629
O -0.63839 0.77675 -7.56895
P -0.51202 -0.44160 -8.62588
O 0.89381 -0.70519 -8.97080
O -1.35305 -1.63449 -8.06992
C -0.78741 -2.47938 -7.02202
C -1.43432 -3.81697 -6.99482
O -1.53457 0.11998 -9.71452
C -1.31045 -0.22008 -11.12326
C -0.26308 0.65343 -11.76910
H -0.99480 2.18175 -5.30968
H -2.77042 1.68066 -5.22526
H -1.53543 0.49091 -5.05682
H -2.64781 0.46251 -7.33954
H -2.05118 2.14327 -7.48261
H 0.28393 -2.60286 -7.22046
H -1.15276 -1.96255 -6.11690
H -0.79254 -4.44541 -6.46034
H -2.47983 -3.72811 -6.59616
H -1.47898 -4.14066 -8.05941
H -1.03032 -1.29653 -11.19599
H -2.33424 -0.12904 -11.52861
H -0.24475 0.28983 -12.81528
H -0.62883 1.65672 -11.77809
H 0.71438 0.60000 -11.31797
C 2.46883 -5.84934 0.64606
C 3.64458 -5.34692 1.43840
O 3.68292 -3.91357 1.25263
P 5.14903 -3.15879 1.42132
O 5.75358 -3.17623 2.75144
O 6.07401 -3.68666 0.24805
C 5.63154 -3.72677 -1.11567
C 6.77963 -3.89878 -2.03673
O 4.78224 -1.68376 0.98788
C 5.92661 -0.72675 0.84165
C 5.91806 0.34061 1.91350
H 2.72219 -5.87570 -0.39846
H 2.28072 -6.89152 0.96901
H 1.55329 -5.33696 0.91653
H 3.59856 -5.53314 2.56325
H 4.56325 -5.83869 1.20463
H 4.93697 -4.54744 -1.07246
H 5.07647 -2.81087 -1.49279
H 7.27201 -4.78284 -1.84282
H 6.28436 -3.98474 -3.00531
H 7.35849 -2.95700 -1.98887
H 6.91722 -1.21909 0.96116
H 5.89221 -0.37313 -0.16153
H 6.80099 0.93691 1.59065
H 5.09941 1.02993 1.80796
H 6.11244 -0.03161 2.92290
C 2.14048 2.83944 1.90411
C 1.94363 1.30713 2.09680
O 0.60156 0.98048 2.52848
P -0.44586 0.63314 1.39509
O -1.82955 0.65727 1.80325
O 0.02088 1.65893 0.26705
C -0.31392 1.39807 -1.17925
C -1.62188 1.89408 -1.49882
O -0.04751 -0.75857 0.75514
C -0.19832 -1.90004 1.69151
C 0.93187 -2.04126 2.61756
H 3.14399 3.10408 1.58434
H 1.49000 3.31669 1.17354
H 2.00719 3.24717 2.87788
H 2.24127 0.76361 1.22034
H 2.52796 0.77253 2.90211
H 0.51667 1.91506 -1.61484
H -0.19312 0.37477 -1.47507
H -1.81514 1.46106 -2.47561
H -2.32739 1.43966 -0.82998
H -1.68682 2.97574 -1.46146
H -1.18922 -1.86890 2.14867
H -0.27055 -2.75085 1.08658
H 1.87901 -2.18912 2.14553
H 1.06059 -1.19734 3.25911
H 0.65370 -2.77732 3.33338
```

Computed properties:
**HOMO-LUMO gap**: 9.88 eV
**E_tot**: -218935.1534 eV
**LUMO**: 0.019 hartree
**Charge**: 0

Atomic partial charges in e from the Löwdin method, atoms 1 to 8:
1 C -0.139
2 O -0.223
3 P 0.455
4 O -0.271
5 O -0.207
6 C -0.095
7 O -0.213
8 C -0.090

[2]
Here is a cluster of 11 separate species, C67H138N6O17S2 in total at a distorted geometry from the Open Molecules 2025 dataset. Energies are from ωB97M-V/def2-TZVPD.

```
230
Properties=species:S:1:pos:R:3
C -1.69352 0.08882 -8.47446
C -0.72050 0.36961 -7.28631
C 0.36679 1.32560 -7.79551
C -0.07022 2.81256 -7.93324
C -0.78043 3.32868 -6.69552
C -1.89029 2.40419 -6.10467
N -1.34810 0.95593 -6.08232
O -2.07076 0.15776 -5.31206
C -2.26503 2.96290 -4.65251
C -3.13235 2.45065 -6.96899
C -0.06207 -0.99324 -6.87244
H -1.24629 -0.67575 -9.10970
H -2.15506 0.78572 -9.17403
H -2.48579 -0.41939 -7.92480
H 1.24417 1.19280 -7.16251
H 0.67785 1.08610 -8.81236
H -0.77427 3.09686 -8.71527
H 0.75471 3.48705 -8.16275
H -1.11816 4.34244 -6.91079
H 0.00761 3.34018 -5.94255
H -3.21317 2.56318 -4.29284
H -1.58594 2.69164 -3.84421
H -2.18646 4.04978 -4.67743
H -3.78318 3.27852 -6.68766
H -2.88303 2.57115 -8.02323
H -3.64560 1.48932 -6.99181
H 0.48973 -1.02377 -5.93293
H 0.65068 -1.26222 -7.65202
H -0.84258 -1.75258 -6.92045
H -1.51209 0.03162 -4.54161
C 1.05661 0.03451 -3.03434
C 1.39052 -0.98084 -1.92023
C 2.38834 -0.34081 -0.85224
C 1.72105 0.66104 0.08559
C 0.47916 -0.02470 0.80672
C -0.51955 -0.65680 -0.16333
N 0.14023 -1.50464 -1.19636
O -0.75120 -2.20972 -2.00824
C -1.51811 -1.51427 0.63719
C -1.36808 0.41586 -0.97668
C 2.15428 -2.12478 -2.55389
H -0.02621 0.15913 -3.04244
H 1.33058 -0.22658 -4.05653
H 1.66051 0.92928 -2.88332
H 2.75621 -1.15839 -0.23230
H 3.34305 0.03655 -1.21863
H 1.40777 1.54494 -0.46997
H 2.41237 0.97603 0.86724
H -0.15190 0.51377 1.51378
H 0.91051 -0.87777 1.33045
H -0.94471 -2.32307 1.09014
H -2.16723 -1.10336 1.41043
H -2.09646 -2.13681 -0.04549
H -2.27468 0.66435 -0.42491
H -0.81398 1.25508 -1.39711
H -1.91200 0.01775 -1.83329
H 2.33181 -2.93541 -1.84717
H 2.99205 -1.78571 -3.16321
H 1.51677 -2.67504 -3.24593
H -0.60178 -3.07804 -1.62707
C -6.83003 -1.88587 4.24694
C -5.55144 -2.69140 4.42215
C -4.87516 -2.43473 5.79901
C -5.42848 -3.23382 6.96225
C -5.53206 -4.72203 6.54812
C -6.28069 -5.02299 5.16504
N -5.61252 -4.12271 4.17459
O -6.09709 -4.32183 2.86236
C -5.89184 -6.45226 4.74549
C -7.74635 -4.87068 5.46293
C -4.49919 -2.15430 3.36660
H -7.72374 -2.48898 4.08679
H -6.84391 -1.37876 3.28218
H -6.82103 -1.08267 4.98374
H -3.79862 -2.56111 5.91394
H -5.12535 -1.39068 5.98730
H -6.42432 -2.87376 7.22063
H -4.75598 -3.18281 7.81854
H -5.96012 -5.31430 7.35689
H -4.49019 -5.03908 6.50230
H -5.77297 -7.10809 5.60795
H -6.63813 -6.86909 4.06917
H -4.89581 -6.54826 4.31328
H -8.28260 -4.93061 4.51586
H -8.10865 -5.68053 6.09616
H -7.95855 -3.87255 5.84611
H -3.51311 -2.60156 3.49193
H -4.34290 -1.08622 3.51791
H -4.71892 -2.39595 2.32668
H -5.32131 -4.55587 2.34760
C 9.99569 -4.07437 -0.97052
C 9.07172 -3.87100 -2.17406
C 8.84452 -5.34738 -2.53207
C 7.62443 -5.61202 -3.48193
C 6.36701 -5.01251 -2.81679
C 6.50724 -3.50805 -2.42644
N 7.84162 -3.15763 -1.79944
O 8.04876 -1.91969 -1.30771
C 6.27531 -2.63905 -3.67599
C 5.43949 -3.16635 -1.37361
C 9.78789 -3.12990 -3.31969
H 9.30324 -4.43316 -0.20902
H 10.24480 -3.09962 -0.55110
H 10.93851 -4.61033 -1.07976
H 9.63696 -5.76183 -3.15528
H 8.90477 -6.08232 -1.72936
H 7.36556 -6.66877 -3.54795
H 7.77808 -5.05488 -4.40609
H 6.07047 -5.54180 -1.91124
H 5.51150 -5.17291 -3.47288
H 5.37739 -2.96372 -4.20177
H 5.95984 -1.62375 -3.43567
H 7.15627 -2.62647 -4.31773
H 5.20996 -2.10363 -1.29591
H 4.45833 -3.63649 -1.44003
H 5.81498 -3.46499 -0.39489
H 9.85350 -2.08612 -3.01257
H 9.29152 -3.13946 -4.29006
H 10.78492 -3.55161 -3.44692
H 8.06142 -1.94461 -0.34812
C -2.99714 1.93234 2.13294
C -4.01954 2.67364 3.00235
C -4.70300 1.62353 3.88787
C -5.56380 2.19280 5.05197
C -4.88065 3.26934 5.85637
C -4.18691 4.31373 4.93158
N -3.40680 3.66495 3.91822
O -2.62239 4.55674 3.20611
C -5.21208 5.30832 4.49539
C -3.18613 5.03941 5.95336
C -5.13162 3.30236 2.06154
H -2.16691 1.53953 2.71990
H -2.42708 2.60321 1.49023
H -3.47320 1.14646 1.54655
H -5.30919 0.96062 3.27047
H -3.98683 0.92428 4.31943
H -6.01717 1.39366 5.63843
H -6.44513 2.47530 4.47617
H -4.22095 2.81290 6.59432
H -5.57241 3.85327 6.46348
H -6.18490 4.81672 4.50328
H -5.28298 6.08830 5.25347
H -5.00183 5.75158 3.52204
H -2.91971 6.01212 5.53990
H -3.71899 5.20131 6.89035
H -2.27141 4.46955 6.11666
H -5.34704 2.58806 1.26688
H -4.86294 4.24991 1.59457
H -6.09739 3.59458 2.47383
H -1.77497 4.51269 3.65503
C 2.46960 5.05521 -0.32370
C 1.02927 5.19029 0.15384
C 0.74011 4.42376 1.46870
C 1.15886 5.00816 2.75306
C 0.57716 6.40456 2.87505
C 0.93770 7.33798 1.65630
N 0.68987 6.63251 0.38052
O 0.76149 7.48166 -0.72595
C -0.05394 8.58002 1.62124
C 2.38203 7.91914 1.81664
C 0.08493 4.53228 -0.89370
H 2.81148 5.47230 -1.27093
H 2.77683 4.01230 -0.40140
H 3.08269 5.54756 0.43116
H -0.27889 4.03684 1.47393
H 1.29703 3.49294 1.36142
H 2.23388 4.88621 2.88557
H 0.68303 4.41265 3.53220
H 1.08316 6.80044 3.75558
H -0.47021 6.32075 3.16502
H -0.22806 9.09028 0.67392
H -1.02381 8.13711 1.84767
H 0.12064 9.17209 2.51962
H 2.35065 8.70655 2.56971
H 3.20859 7.27013 2.10593
H 2.64702 8.43456 0.89349
H 0.28421 4.97211 -1.87092
H -0.95796 4.67127 -0.60878
H 0.34559 3.49028 -1.07916
H -0.11399 7.86021 -0.61723
C -1.59463 0.34141 6.45987
S -0.59107 -0.77992 5.44675
O -1.65672 -1.32942 4.42370
C 0.32743 0.57839 4.56157
H -2.21115 -0.17042 7.19881
H -2.26373 0.97596 5.87871
H -1.01572 1.02193 7.08425
H 0.98748 0.10252 3.83631
H 0.97005 1.17593 5.20817
H -0.32092 1.17845 3.92309
C 2.28779 -5.16183 0.18454
S 0.44913 -5.11857 0.13750
O 0.04473 -4.86855 -1.31188
C 0.30365 -6.94443 0.21345
H 2.46242 -5.81521 1.03935
H 2.67054 -4.16908 0.42134
H 2.60440 -5.69295 -0.71311
H 0.69704 -7.46410 -0.66020
H -0.74521 -7.23779 0.25753
H 0.88812 -7.39652 1.01477
C 4.79152 -0.24402 -7.26115
C 3.95290 0.08984 -6.07751
O 3.13616 -1.11328 -5.87248
C 3.47634 -2.02926 -6.79984
O 2.94430 -3.09042 -7.01849
O 4.36769 -1.53024 -7.63328
H 5.83313 -0.30801 -6.94643
H 4.55028 0.55239 -7.96518
H 3.21647 0.89339 -6.08507
H 4.56970 0.16826 -5.18224
C -4.17535 -3.74870 -1.83640
C -3.18736 -4.76656 -2.21855
O -2.80688 -5.30716 -0.93204
C -3.35488 -4.62898 0.09144
O -3.37631 -5.02568 1.24664
O -4.13384 -3.68488 -0.40500
H -5.22217 -3.93968 -2.07261
H -3.87638 -2.84735 -2.37145
H -2.41078 -4.25389 -2.78617
H -3.64372 -5.55221 -2.82071
C 6.00686 2.19262 2.36978
C 6.03809 2.47656 3.89883
O 4.73479 2.20987 4.26091
C 3.96978 2.13892 3.19330
O 2.73758 2.02994 3.30259
O 4.65953 2.05263 2.10482
H 6.46589 1.21648 2.21310
H 6.44457 2.90927 1.67486
H 6.42193 3.48163 4.07381
H 6.68147 1.79956 4.46082
```

Computed properties:
**HOMO-LUMO gap (alpha / beta)**: 5.42 / 1.77 eV
**E_tot**: -137113.7769 eV
**LUMO (alpha / beta)**: -0.118 / -0.252 hartree
**Spin multiplicity**: 2
**Charge**: +1

Atomic partial charges in e from the Löwdin method, atoms 1 to 8:
1 C -0.036
2 C -0.471
3 C -0.122
4 C -0.182
5 C -0.160
6 C -0.419
7 N -0.158
8 O -0.002

Q: The lowest charge belongs to which entry?
A: C67H133N5O32P8

Q: What is the formula in the second record?
A: C67H138N6O17S2